Density functional theory data (ωB97M-V/def2-TZVPD) for C17H18BaF3N5O3S2 as an isolated structure at a distorted geometry.

The calculation puts the LUMO energy at 4.27 eV. As for the total energy: -62031.796 eV. The HOMO-LUMO gap comes out at 3.59 eV. Its molar mass is 598.82 g/mol. The calculation puts the max |F| at 0.10632 hartree/bohr. The relative energy (zero: lowest compared OMol25 entry of this formula, charge and spin) is 176.2 kJ/mol.

```
! RIJCOSX wB97M-V def2-TZVPD def2/J DEFGRID3
* xyz -2 1
Ba 0.07 0.30 1.03
C -2.50 -2.29 -0.56
C -1.96 -2.44 0.82
N -2.53 -2.10 1.91
N -3.91 -1.78 1.82
C -4.17 -0.50 1.91
N -5.56 -0.26 1.93
S -3.15 0.88 1.87
C -0.55 -3.01 1.02
C -0.13 -3.40 2.28
C 1.16 -3.88 2.42
C 1.98 -3.95 1.30
C 1.47 -3.53 0.09
N 0.22 -3.07 -0.05
H -2.22 -1.31 -0.97
H -3.59 -2.34 -0.51
H -2.09 -3.03 -1.24
H -6.06 -1.01 2.38
H -5.78 0.65 2.30
H -0.80 -3.31 3.12
H 1.52 -4.18 3.39
H 3.00 -4.29 1.36
H 2.08 -3.55 -0.81
F 4.37 0.71 1.13
C 4.12 0.60 2.43
F 4.89 -0.38 2.93
F 4.45 1.74 3.03
S 2.38 0.19 2.73
O 2.12 -0.90 1.77
O 2.27 -0.19 4.11
O 1.68 1.44 2.37
C -1.91 3.38 -1.52
C -0.64 3.23 -2.31
C -0.27 4.17 -3.24
C 0.91 4.08 -4.00
C 1.72 2.96 -3.75
C 1.39 1.98 -2.82
C 2.30 0.82 -2.58
C 0.15 2.03 -2.03
N -0.20 1.10 -1.18
H -2.47 4.26 -1.87
H -1.73 3.49 -0.45
H -2.55 2.50 -1.59
H -0.93 5.02 -3.39
H 1.18 4.83 -4.74
H 2.65 2.84 -4.30
H 3.16 0.85 -3.26
H 1.77 -0.14 -2.70
H 2.67 0.78 -1.55
*
```

=====

Density functional theory data (ωB97M-V/def2-TZVPD) for one molecule with the formula C4H4BrFN2 at a distorted geometry.

The calculation puts the LUMO energy at -0.44 eV. As for the total energy: -79949.379 eV. The HOMO-LUMO gap comes out at 8.39 eV. Its molar mass is 178.99 g/mol. The calculation puts the max |F| at 0.08675 hartree/bohr. The relative energy (zero: lowest compared OMol25 entry of this formula, charge and spin) is 0.0 kJ/mol.

```
! RIJCOSX wB97M-V def2-TZVPD def2/J DEFGRID3
* xyz 0 1
F -0.78 2.39 0.20
N -0.41 1.05 0.08
C 0.70 0.78 -0.69
C 1.13 -0.56 -0.74
C 0.64 -1.38 0.24
N -0.24 -1.02 1.16
C -1.04 0.10 0.88
Br -2.83 -0.60 -0.33
H 1.14 1.55 -1.23
H 1.94 -0.69 -1.49
H 1.22 -2.26 0.29
H -1.47 0.64 1.63
*
```

=====

Density functional theory data (ωB97M-V/def2-TZVPD) for C5H10LuOP as an isolated structure at a distorted geometry.

The calculation puts the LUMO energy (spin up / spin down) at -0.07 / -0.07 eV. As for the total energy: -50297.129 eV. The HOMO-LUMO gap (spin up / spin down) comes out at 5.05 / 5.04 eV. Its molar mass is 292.07 g/mol. The calculation puts the max |F| at 0.05756 hartree/bohr. The relative energy (zero: lowest compared OMol25 entry of this formula, charge and spin) is 214.2 kJ/mol.

```
! RIJCOSX wB97M-V def2-TZVPD def2/J DEFGRID3
* xyz 0 1
C -0.61 0.30 -1.81
C -1.18 1.63 -1.92
C -0.25 2.64 -1.44
C 0.97 1.96 -1.14
C 0.79 0.48 -1.28
Lu -0.48 -0.83 0.86
P 0.11 -3.25 0.35
H -0.85 -0.48 -2.55
H -2.19 1.89 -2.18
H -0.57 3.60 -0.94
H 1.65 -0.17 -1.66
H 1.86 2.48 -0.90
H 1.32 -3.70 -0.22
H -1.08 -3.74 -0.32
H -0.03 -3.43 1.79
O 0.64 0.75 1.89
H 0.92 0.69 2.84
H 0.84 1.65 1.50
*
```

=====

Density functional theory data (ωB97M-V/def2-TZVPD) for a 2-piece molecular cluster, C16H15NO3S2 overall at a distorted geometry.

The calculation puts the LUMO energy at -2.88 eV. As for the total energy: -46132.686 eV. The HOMO-LUMO gap comes out at 2.94 eV. Its molar mass is 333.43 g/mol. The calculation puts the max |F| at 0.03478 hartree/bohr. The relative energy (zero: lowest compared OMol25 entry of this formula, charge and spin) is 513.6 kJ/mol.

```
! RIJCOSX wB97M-V def2-TZVPD def2/J DEFGRID3
* xyz 0 1
C -0.14 3.37 2.84
C 1.02 2.59 2.85
C 0.98 1.26 2.43
C -0.23 0.69 1.98
C -0.25 -0.68 1.42
S -1.72 -1.27 0.80
C -1.53 -3.07 0.60
C -0.25 -3.46 -0.12
C 0.92 -3.21 0.81
S 1.25 -1.44 1.13
C -1.40 1.48 1.98
C -1.35 2.81 2.40
H -0.11 4.41 3.18
H 1.97 3.02 3.18
H 1.90 0.67 2.43
H -1.60 -3.51 1.60
H -2.43 -3.35 0.02
H -0.29 -4.53 -0.34
H -0.14 -2.92 -1.06
H 0.78 -3.68 1.80
H 1.87 -3.56 0.38
H -2.34 1.07 1.62
H -2.26 3.42 2.38
O -0.78 -1.80 5.11
C -0.99 -2.92 5.59
C -1.23 -3.12 7.04
N -1.24 -1.90 7.85
O -2.07 -1.02 7.60
O -0.38 -1.82 8.76
C -1.31 -4.37 7.63
C -1.30 -5.52 6.83
C -1.13 -5.40 5.44
C -0.98 -4.17 4.84
H -1.39 -4.42 8.73
H -1.42 -6.50 7.30
H -1.11 -6.30 4.82
H -0.82 -4.06 3.76
*
```